{"formula": "C7H12O4", "method": "ωB97M-V with the def2-TZVPD basis set", "species": ["C", "C", "C", "C", "C", "C", "C", "H", "H", "H", "H", "H", "H", "H", "H", "H", "H", "H", "H", "O", "O", "O", "O"], "coordinates": [[2.661, -0.585, 1.076], [1.274, -0.118, -0.805], [-0.894, -0.178, -0.257], [-1.974, -1.209, 0.391], [-0.996, 1.142, 0.522], [0.182, 1.915, 0.017], [1.189, 1.467, -0.630], [2.466, 0.239, 1.581], [3.863, -1.132, 1.414], [2.364, -1.438, 1.469], [1.181, -0.291, -2.156], [-1.183, -0.161, -1.073], [-1.600, -1.450, 1.504], [-3.007, -0.564, 0.439], [-1.117, -2.729, -0.171], [-0.950, 1.194, 1.844], [-2.255, 2.807, 0.398], [0.198, 3.136, 0.010], [2.026, 1.940, -0.958], [2.605, -0.595, -0.394], [0.321, -0.766, -0.070], [-1.994, -2.384, -0.381], [-2.262, 1.726, 0.071]], "atomic_forces_ev_per_a": [[7.1, -3.6, -3.9], [2.6, 1.4, -3.2], [0.2, -2.1, 16.9], [0.0, 2.5, 1.7], [-0.4, 1.4, 1.4], [-1.7, 5.8, 0.8], [0.1, -5.9, -0.1], [-0.9, 4.0, 1.9], [-2.6, 2.8, -1.4], [-3.4, -3.6, 1.6], [0.3, 0.0, 4.1], [-4.3, 1.3, -14.3], [-1.0, 0.6, -2.2], [2.3, -2.2, -0.3], [-0.1, -0.5, -0.5], [-0.2, -0.9, -3.9], [0.0, -4.7, -1.4], [-0.6, -2.8, 0.7], [2.0, 1.7, -1.1], [-2.2, 0.9, 1.1], [1.5, -0.7, -0.5], [-0.1, 0.4, 0.5], [1.2, 4.2, 2.0]], "total_charge": 0, "de_lowest_kcal_mol": 168.6, "gap_ev": 10.12, "e_homo_ev": -9.6, "total_energy_ha": -574.5897}

---

{"formula": "C43H46N8O2Pb", "method": "ωB97M-V with the def2-TZVPD basis set", "species": ["Pb", "C", "C", "C", "N", "C", "C", "C", "C", "C", "C", "C", "N", "C", "C", "C", "N", "C", "C", "C", "C", "C", "C", "C", "N", "C", "C", "H", "H", "H", "H", "H", "H", "H", "H", "H", "H", "H", "H", "H", "H", "H", "H", "H", "H", "H", "H", "H", "H", "H", "H", "H", "H", "O", "N", "O", "C", "C", "C", "C", "C", "C", "N", "C", "C", "N", "C", "C", "C", "C", "H", "H", "H", "H", "H", "H", "H", "C", "N", "C", "C", "C", "C", "C", "C", "C", "C", "H", "H", "H", "H", "H", "H", "H", "H", "H", "H", "H", "H", "H"], "coordinates": [[0.673, -0.591, -0.392], [3.396, 0.114, 1.649], [3.745, 1.257, 0.721], [2.654, 1.917, -0.126], [2.112, 1.148, -1.230], [2.501, 1.231, -2.482], [3.603, 2.000, -2.969], [3.939, 2.488, -4.264], [3.416, 2.072, -5.467], [2.275, 1.366, -5.672], [1.490, 0.631, -4.761], [1.552, 0.488, -3.386], [0.636, -0.176, -2.774], [-0.372, -0.902, -3.533], [-1.405, -1.652, -2.843], [-1.035, -2.887, -2.020], [0.150, -2.731, -1.144], [0.836, -3.763, -0.789], [0.410, -5.143, -0.994], [1.000, -6.342, -0.634], [2.112, -6.642, 0.114], [2.977, -5.719, 0.685], [3.016, -4.328, 0.563], [2.204, -3.430, -0.165], [2.455, -2.120, -0.336], [3.879, -1.707, -0.075], [4.194, -1.131, 1.336], [2.306, -0.085, 1.614], [3.519, 0.313, 2.642], [4.557, 1.115, 0.026], [4.233, 2.032, 1.344], [3.137, 2.880, -0.462], [1.791, 2.184, 0.471], [4.256, 2.366, -2.113], [4.824, 3.138, -4.308], [3.829, 2.516, -6.344], [1.837, 1.115, -6.694], [0.644, 0.182, -5.240], [0.205, -1.584, -4.336], [-0.889, -0.166, -4.262], [-2.022, -2.053, -3.587], [-2.102, -1.016, -2.231], [-0.978, -3.705, -2.710], [-1.874, -2.990, -1.420], [-0.551, -5.228, -1.525], [0.550, -7.265, -0.964], [2.468, -7.675, 0.113], [3.817, -6.127, 1.225], [3.931, -3.913, 1.028], [4.041, -0.923, -0.835], [4.481, -2.613, -0.297], [5.239, -0.895, 1.355], [4.019, -1.945, 2.043], [-6.987, 4.531, -0.707], [-5.757, 4.689, -0.797], [-5.234, 5.734, -1.175], [-4.973, 3.486, -0.507], [-5.662, 2.559, 0.211], [-5.126, 1.252, 0.416], [-5.855, 0.289, 1.176], [-5.268, -0.931, 1.357], [-3.977, -1.150, 0.811], [-3.246, -0.234, 0.193], [-3.814, 0.942, -0.062], [-3.068, 1.949, -0.932], [-1.882, 1.644, -1.463], [-1.250, 2.510, -2.210], [-1.703, 3.764, -2.402], [-2.897, 4.182, -1.877], [-3.651, 3.318, -1.109], [-6.642, 2.829, 0.592], [-6.828, 0.498, 1.770], [-5.723, -1.748, 1.973], [-3.727, -2.216, 0.990], [-0.310, 2.122, -2.692], [-1.108, 4.487, -2.958], [-3.370, 5.110, -2.099], [1.349, -1.155, 4.303], [0.238, -0.759, 3.379], [-0.008, -2.023, 2.659], [-0.850, -0.312, 4.150], [-0.956, 1.199, 4.046], [-1.166, 2.084, 5.218], [-1.191, 3.439, 5.117], [-1.091, 3.977, 3.907], [-1.220, 3.287, 2.719], [-1.042, 1.893, 2.753], [2.249, -1.576, 3.761], [0.964, -1.970, 4.914], [1.691, -0.343, 4.908], [-0.797, 1.396, 1.881], [-0.549, -2.746, 3.264], [0.940, -2.473, 2.298], [-0.615, -1.888, 1.769], [-0.768, -0.596, 5.228], [-1.826, -0.636, 3.725], [-1.147, 1.666, 6.236], [-1.177, 3.923, 6.047], [-1.177, 5.047, 3.945], [-1.478, 3.843, 1.734]], "atomic_forces_ev_per_a": [[-0.3, 0.7, -0.5], [-1.2, -1.4, -2.6], [0.5, 1.6, 0.5], [0.8, 1.2, -0.5], [1.0, -0.2, 0.2], [-0.3, 0.2, -0.2], [0.8, 1.2, 0.5], [0.4, -1.5, 2.2], [0.0, 1.4, -0.8], [-2.2, -2.8, -0.3], [1.0, 1.3, -1.7], [0.5, 0.9, 0.4], [-1.8, -2.0, 1.5], [2.4, 1.2, -4.0], [-0.9, 0.2, 2.6], [1.6, 1.2, 0.1], [-1.1, -0.3, -1.7], [1.0, -1.9, 0.9], [-0.3, 0.7, -0.1], [-0.4, 0.2, -0.3], [1.6, 0.1, 0.4], [-0.2, 0.4, -0.7], [0.7, -0.2, 0.1], [-1.6, 1.4, -0.3], [1.8, -0.9, 1.0], [-0.9, 0.0, -0.4], [-1.0, -1.2, -1.2], [0.4, -0.1, -0.1], [0.6, 1.1, 2.7], [0.4, -1.1, -0.3], [-0.6, 0.1, -0.1], [-0.7, -0.7, 0.1], [-0.2, 0.2, 0.5], [-0.8, -0.3, -1.3], [-0.5, -0.2, 0.1], [0.5, 0.3, -0.5], [1.2, 1.1, 1.0], [0.0, -0.2, -0.1], [-1.1, 0.9, 1.7], [0.4, -0.8, 1.1], [-1.1, -0.5, -1.3], [0.9, -0.1, -0.4], [0.5, -0.7, -0.2], [-1.8, -0.9, 1.3], [0.6, -0.1, 0.3], [-0.7, 0.1, -0.4], [-0.5, 0.2, 0.3], [0.1, -0.1, 0.2], [-0.9, 0.0, -0.3], [0.4, -0.4, 0.3], [0.1, 0.9, 0.0], [0.8, 0.1, 0.1], [0.0, 0.2, 0.3], [1.4, 0.8, -0.1], [-1.7, 0.6, -0.5], [-0.2, -1.1, 0.6], [0.2, 0.2, -0.3], [0.7, 0.2, -0.5], [0.1, 0.1, 0.5], [-0.7, 0.5, 1.2], [0.2, -0.5, 0.2], [-1.2, -0.5, 0.7], [0.0, -1.5, -0.2], [-0.3, 1.1, -0.7], [-1.0, 1.7, 1.1], [-1.2, -1.5, 0.8], [1.9, -1.6, -0.5], [0.2, 2.5, -0.8], [-0.9, 0.0, 0.1], [0.0, -3.7, 1.1], [0.2, -0.2, -0.1], [1.6, 0.0, -1.6], [0.3, 0.9, -0.8], [1.2, 0.9, -0.5], [-0.9, 0.6, 0.6], [-0.1, -0.3, -0.1], [0.4, 0.8, -0.1], [0.4, -0.4, -1.3], [2.8, -2.4, -0.7], [-0.1, 0.1, -0.7], [-1.8, 1.6, 0.5], [-1.1, 3.9, 0.5], [0.9, -4.0, -1.3], [0.6, -2.4, 1.1], [-1.5, 3.0, -1.8], [0.1, -0.3, -1.4], [0.2, 0.4, 3.8], [-1.1, 0.7, 0.3], [0.1, -0.1, 0.5], [0.0, 0.6, 0.5], [-0.1, -1.3, -1.8], [0.1, -0.4, 0.4], [-0.5, 0.3, 0.4], [-0.3, 0.3, -0.1], [-0.3, 0.0, -0.6], [0.6, -0.4, 0.4], [-0.1, -0.2, -0.6], [-0.1, 1.3, 0.8], [0.2, 0.6, -0.7], [0.9, -1.1, 1.7]], "total_charge": 0, "de_lowest_kcal_mol": 35.3, "gap_ev": 5.58, "e_homo_ev": -6.8, "total_energy_ha": -2447.2397}

---

{"formula": "C9H10MoN5O2S", "method": "ωB97M-V with the def2-TZVPD basis set", "species": ["Mo", "O", "C", "O", "C", "C", "C", "C", "C", "N", "H", "H", "H", "H", "C", "C", "N", "N", "C", "S", "N", "N", "H", "H", "H", "H", "H", "H"], "coordinates": [[-0.036, 0.434, -0.104], [0.562, 3.536, -2.423], [0.778, 2.612, -1.753], [-0.120, 2.004, -0.832], [2.015, 1.750, -1.685], [3.184, 2.060, -2.326], [4.263, 1.179, -2.194], [4.116, 0.029, -1.425], [2.904, -0.230, -0.814], [1.851, 0.608, -0.936], [3.253, 2.966, -2.916], [5.204, 1.392, -2.685], [4.940, -0.660, -1.297], [2.769, -1.116, -0.207], [-2.634, -4.483, 0.299], [-2.046, -3.532, 1.254], [-2.063, -3.612, 2.548], [-1.409, -2.543, 3.031], [-0.959, -1.763, 2.071], [-0.017, -0.301, 2.125], [-1.344, -2.360, 0.926], [-1.029, -1.778, -0.313], [-3.089, -5.299, 0.858], [-1.879, -4.909, -0.366], [-3.413, -4.018, -0.311], [-1.329, -2.425, 4.039], [-1.889, -1.707, -0.865], [-0.426, -2.420, -0.831]], "atomic_forces_ev_per_a": [[-0.4, -2.6, 1.3], [-0.4, -0.2, 0.5], [2.0, 0.5, -1.4], [-1.4, 1.3, 0.1], [-0.2, -0.1, 0.1], [-0.1, 0.1, 0.0], [0.0, -0.1, 0.1], [0.0, 0.2, -0.1], [0.0, -0.2, 0.1], [0.5, 0.4, -0.4], [0.0, 0.0, 0.0], [0.0, 0.0, 0.0], [0.0, 0.0, 0.0], [0.0, 0.0, 0.0], [-0.1, -0.2, -0.3], [0.2, 0.3, 0.0], [-0.3, -0.4, 0.1], [0.2, 0.3, 0.0], [0.1, -0.2, -0.3], [0.0, 0.4, -0.1], [-0.1, -0.1, 0.3], [0.1, 0.4, -0.2], [0.0, 0.0, 0.0], [0.0, 0.0, 0.0], [0.0, 0.0, 0.0], [0.0, 0.0, 0.0], [-0.1, 0.0, 0.0], [0.1, 0.0, 0.0]], "total_charge": 3, "de_lowest_kcal_mol": 0.0, "gap_ev": [6.34, 7.29], "e_homo_ev": [-20.7, -20.8], "total_energy_ha": -1238.4407, "spin_multiplicity": 3, "s2": 2.04}

---

{"formula": "C2H6O3", "method": "ωB97M-V with the def2-TZVPD basis set", "species": ["C", "C", "O", "O", "H", "H", "H", "H", "O", "H", "H"], "coordinates": [[0.030, 2.132, -0.528], [-0.270, 0.667, -0.445], [0.412, -0.123, 0.160], [-1.356, 0.284, -1.123], [0.294, 2.440, -1.532], [-0.870, 2.691, -0.285], [0.805, 2.330, 0.200], [-1.427, -0.680, -1.016], [0.958, -2.564, 1.740], [0.506, -1.862, 1.244], [1.852, -2.216, 1.817]], "atomic_forces_ev_per_a": [[-0.6, -0.2, 0.3], [0.4, -0.1, -0.1], [0.0, -0.1, 0.1], [-0.2, 0.0, -0.1], [0.3, -0.1, -0.2], [-0.1, 0.1, 0.1], [0.2, 0.2, -0.1], [0.0, 0.1, 0.0], [-0.1, 0.3, -0.1], [0.1, -0.2, 0.1], [0.0, -0.1, 0.0]], "total_charge": 0, "de_lowest_kcal_mol": 4.3, "gap_ev": 11.39, "e_homo_ev": -10.8, "total_energy_ha": -305.5458}